This record from the Open Molecules 2025 dataset describes a structure of composition C34H31BrN5S4V. The level of theory is wB97M-V/def2-TZVPD.

The geometry in XYZ format:
```
76
C34H31BrN5S4V | the Open Molecules 2025 dataset | wB97M-V/def2-TZVPD
V -0.4710 0.0236 -0.1036
Br -4.2632 -0.0191 6.4716
C -2.9588 0.0299 5.0844
C -3.3521 -0.0456 3.7577
C -2.3989 -0.0174 2.7601
C -1.0182 0.0819 3.0257
C -0.6645 0.1793 4.3916
C -1.6180 0.1500 5.3969
N -0.1269 0.0624 1.9778
C 1.2216 0.1039 2.2616
C 2.0885 0.0131 1.2231
C 3.5230 0.0265 1.3745
C 4.3304 -0.1436 0.3128
C 3.7335 -0.3423 -0.9827
C 2.3882 -0.3088 -1.1025
N 1.5137 -0.1019 -0.0579
H -4.4010 -0.1220 3.4992
H -2.7358 -0.0405 1.7370
H 0.3664 0.2855 4.6907
H -1.3074 0.2245 6.4312
H 1.5985 0.2087 3.2679
H 3.9194 0.1677 2.3734
H 5.4076 -0.1391 0.4266
H 4.3405 -0.5140 -1.8606
H 1.9358 -0.4591 -2.0721
S -0.2401 0.3235 -2.7100
S -1.8142 0.6411 -3.9279
S -3.0631 2.0131 -3.3055
S -3.2795 -0.3349 -1.1524
C -5.1095 -5.0881 -0.3314
C -4.3253 -4.8611 0.9314
C -4.3106 -5.8094 1.9464
C -3.5913 -5.6051 3.1149
C -2.8867 -4.4245 3.2891
C -2.8947 -3.4585 2.2969
C -3.5945 -3.6851 1.1206
N -3.6402 -2.6994 0.0963
C -2.6977 -1.7721 -0.2203
N -3.7926 0.7784 -0.0148
C -2.9699 1.9486 0.1734
C -1.5828 1.8247 0.1230
C -0.8537 2.9985 0.3124
C -1.4668 4.2205 0.5508
C -2.8502 4.2936 0.6024
C -3.6268 3.1580 0.4120
C -5.1299 3.2461 0.4433
N -1.4181 -1.8370 -0.0808
C -0.6842 -3.0319 0.1800
C 0.1000 -3.1166 1.3244
C 0.8491 -4.2563 1.5607
C 0.8273 -5.2985 0.6450
C 0.0826 -5.1776 -0.5183
C -0.6757 -4.0417 -0.7846
C -1.3945 -3.8786 -2.0951
H -5.5509 -6.0837 -0.3326
H -4.4772 -4.9927 -1.2157
H -5.9275 -4.3692 -0.4384
H -4.8697 -6.7281 1.8098
H -3.5881 -6.3626 3.8881
H -2.3340 -4.2408 4.2013
H -2.3761 -2.5209 2.4467
H -4.5528 -2.4836 -0.2734
H -4.7820 0.9574 -0.0590
H 0.2324 2.9580 0.2929
H -0.8699 5.1138 0.6941
H -3.3421 5.2433 0.7845
H -5.4458 4.2669 0.6567
H -5.5651 2.6024 1.2146
H -5.5683 2.9621 -0.5197
H 0.1226 -2.2749 2.0050
H 1.4585 -4.3209 2.4529
H 1.4132 -6.1922 0.8201
H 0.1044 -5.9719 -1.2562
H -1.0566 -4.6325 -2.8054
H -1.1965 -2.8923 -2.5226
H -2.4770 -3.9790 -1.9855
```

The orbital gap (alpha / beta) comes out at 0.18528 / 0.17070 hartree. The expectation value of S² is 3.8506. As for the total charge: -1. The molecular weight is 768.77 g/mol. As for the multiplicity: 4.

---

This record from the Open Molecules 2025 dataset describes a cluster of 3 separate species, C28H53BBr2F3N3O5P in total in a non-equilibrium geometry. The level of theory is wB97M-V/def2-TZVPD.

The geometry in XYZ format:
```
96
C28H53BBr2F3N3O5P | the Open Molecules 2025 dataset | wB97M-V/def2-TZVPD
C -3.7483 1.4644 2.6999
O -3.2266 1.1824 1.3452
C -3.0874 -0.2695 1.1073
B -1.4703 -0.7059 1.1982
C -0.6381 -0.2729 2.5482
Br -1.0023 -1.3377 4.2495
C 0.3384 0.8425 2.6747
C 0.6791 1.7934 1.3803
Br 1.2037 1.2002 4.4864
O -0.9702 -0.3692 -0.1513
C -0.7105 -1.5354 -0.9842
C 0.2568 -1.3191 -2.2933
C 1.6582 -0.4898 -1.9598
C 2.5226 -0.3892 -3.3773
F 3.7266 0.5011 -3.2392
F 1.7220 0.1794 -4.4931
F 2.9560 -1.7554 -3.8195
C -0.1958 -2.5560 0.2290
P 0.0590 -4.4055 -0.2179
N 1.6667 -4.7304 -0.0285
O -1.2778 -2.1991 1.2059
H -4.2111 2.5623 2.6566
H -4.6070 0.7309 3.0365
H -2.8904 1.5159 3.5266
H -3.4984 -0.5900 0.0337
H -3.7319 -0.9008 1.8810
H 1.2907 1.1028 0.6092
H -0.2741 2.1473 0.7768
H 1.4094 2.6513 1.6790
H -1.6890 -2.0147 -1.4697
H -0.3235 -0.6425 -3.0784
H 0.4805 -2.3696 -2.7934
H 1.3064 0.5785 -1.5721
H 2.2820 -0.9675 -1.0806
H 0.7586 -2.0242 0.6836
H -0.2060 -4.6456 -1.6369
H -0.7301 -5.3118 0.6029
H 1.7772 -5.4917 0.6796
C 6.7426 2.5166 -8.2467
C 5.7361 1.5247 -8.8936
C 4.4357 1.4385 -8.0501
C 4.5881 0.6214 -6.7772
C 5.1154 -0.7687 -7.1056
C 6.4405 -0.7344 -7.9048
N 6.3920 0.1860 -9.0993
O 5.6725 -0.4810 -10.1090
C 7.5955 -0.3259 -6.9471
C 6.8189 -2.2068 -8.2942
C 5.3611 2.2473 -10.2335
H 6.2192 3.3683 -7.7959
H 7.3636 2.0958 -7.4630
H 7.4385 2.9200 -8.9930
H 3.6328 0.9916 -8.6509
H 4.0830 2.4449 -7.7876
H 5.2447 1.1367 -6.0721
H 3.6115 0.5318 -6.2832
H 5.2511 -1.3276 -6.1708
H 4.3469 -1.3122 -7.6737
H 8.5097 -0.0879 -7.5038
H 7.8466 -1.1378 -6.2541
H 7.3425 0.5196 -6.3043
H 6.0401 -2.7130 -8.8713
H 6.9709 -2.8266 -7.4041
H 7.7458 -2.2382 -8.8797
H 6.2204 2.2979 -10.9137
H 5.0364 3.2783 -10.0411
H 4.5367 1.7573 -10.7640
C -5.3678 -1.6208 8.3456
C -4.7422 -0.4806 7.4949
C -3.7965 0.3925 8.3628
C -4.5298 1.3441 9.2944
C -5.4966 2.2136 8.5021
C -6.4946 1.3849 7.6576
N -5.8279 0.3178 6.8252
O -5.2496 0.9589 5.7132
C -7.5547 0.7555 8.6054
C -7.3498 2.3766 6.7927
C -3.8355 -1.2676 6.4866
H -4.6493 -2.0002 9.0821
H -6.2546 -1.3432 8.9055
H -5.6670 -2.4681 7.7160
H -3.1396 0.9860 7.7135
H -3.1275 -0.2438 8.9576
H -5.0506 0.7844 10.0751
H -3.8008 1.9859 9.8066
H -6.0396 2.8664 9.1976
H -4.9164 2.8824 7.8504
H -8.1547 -0.0010 8.0859
H -8.2530 1.5119 8.9831
H -7.1190 0.3078 9.5009
H -6.7433 3.0158 6.1452
H -7.9227 3.0630 7.4254
H -8.0650 1.8377 6.1594
H -4.4374 -1.8701 5.7951
H -3.1668 -1.9553 7.0209
H -3.1916 -0.6099 5.8918
```

The orbital gap (alpha / beta) comes out at 0.27289 / 0.23267 hartree. The expectation value of S² is 2.0095. As for the total charge: -1. The molecular weight is 770.34 g/mol. As for the multiplicity: 3.

---

This record from the Open Molecules 2025 dataset describes a cluster of 2 separate species, C9H14S in total in a non-equilibrium geometry. The level of theory is wB97M-V/def2-TZVPD.

The geometry in XYZ format:
```
24
C9H14S | the Open Molecules 2025 dataset | wB97M-V/def2-TZVPD
C 0.1506 1.6164 -0.4315
C -2.5370 -0.6659 1.0445
C -1.3311 -0.0743 0.7142
C -3.6875 0.1043 0.8655
C -1.1697 1.1141 0.0214
C -3.5312 1.4038 0.3747
C -2.3204 1.9133 -0.0575
H -2.5580 -1.6477 1.4997
H -0.4419 -0.5984 1.0574
H -4.6619 -0.3050 1.1028
H -4.4877 1.8898 0.2497
H 0.3793 2.6623 -0.1923
H 0.2133 1.5147 -1.5278
H -2.2201 2.9462 -0.3422
H 1.0647 1.1160 -0.1283
C 3.3193 -1.0005 -1.0372
C 2.5806 -2.2273 -0.5316
S 3.8098 0.1747 0.2647
H 4.2322 -1.3558 -1.5201
H 2.6959 -0.4741 -1.7579
H 2.0584 -2.0423 0.4177
H 3.3722 -0.4240 1.3865
H 3.2530 -3.0490 -0.2607
H 1.8173 -2.5911 -1.2117
```

The orbital gap comes out at 0.36129 hartree. As for the total charge: 0. The molecular weight is 154.28 g/mol. Its structure (SMILES) is Cc1ccccc1.CCS.

---

This record from the Open Molecules 2025 dataset describes a cluster of 2 separate species, CH4P2S in total in a non-equilibrium geometry. The level of theory is wB97M-V/def2-TZVPD.

The geometry in XYZ format:
```
8
CH4P2S | the Open Molecules 2025 dataset | wB97M-V/def2-TZVPD
C -0.1296 0.1140 -0.0766
P -0.6429 -1.5009 0.2864
P 1.3401 1.0163 -0.3112
S -2.0918 1.5621 0.0910
H -1.8024 -1.5404 -0.4854
H 0.1737 -2.2267 -0.5961
H 1.0098 2.1525 0.4185
H 2.1432 0.4231 0.6734
```

The orbital gap (alpha / beta) comes out at 0.22897 / 0.22891 hartree. As for the total charge: 0. The molecular weight is 110.06 g/mol.

---

| no. | energy (eV) |
| --- | --- |
| 1 | -182285.81964 |
| 2 | -202797.59980 |
| 3 | -20394.71663 |
| 4 | -30509.11298 |